Computed, not measured: a 2-piece molecular cluster, C5H13NS overall in a non-equilibrium geometry, with ωB97M-V/def2-TZVPD.

XYZ file:
```
20
Properties=species:S:1:pos:R:3:forces:R:3:mulliken_charge:R:1
C -0.48005 -0.89097 2.24220 -1.3 0.3 -0.4 -1.362
C -0.83002 -2.18667 0.07022 -2.8 -2.1 0.5 -1.485
C 0.19569 1.47912 0.27489 -3.9 -0.7 -2.3 -1.250
C -0.22895 -0.97035 0.72134 3.1 -1.0 -0.8 0.879
C -0.49943 0.35873 0.02140 0.2 -0.6 0.8 -0.199
N 1.22198 2.28026 -2.71768 -2.5 0.5 0.2 -0.424
S 0.40707 3.89389 -2.44608 -0.2 0.2 0.2 -0.447
H -1.56868 -0.68424 2.40432 0.7 -0.5 0.0 0.327
H -0.02464 0.02266 2.51932 0.7 0.9 0.7 0.398
H -0.13539 -1.66572 2.95043 -0.1 0.0 -0.9 0.349
H -1.21736 -2.29008 -0.94485 0.4 1.2 -0.4 0.394
H -0.30271 -3.11868 0.16380 1.3 -0.1 0.2 0.388
H -1.72267 -2.55380 0.61850 -0.1 0.7 0.1 0.337
H 0.90332 1.44043 0.98818 2.7 0.1 2.2 0.379
H -0.19805 2.42338 -0.08955 0.5 0.1 -0.2 0.378
H 0.70474 1.86172 -3.46721 0.5 -0.1 -1.1 0.345
H 0.88971 -1.21358 0.52451 -1.3 0.9 0.8 0.077
H -1.37604 0.26528 -0.60726 0.0 0.7 -0.3 0.368
H 2.16264 2.49010 -2.84188 1.9 -0.1 -0.7 0.332
H 1.06791 1.63368 -1.97714 0.1 -0.4 1.4 0.216
```
Forces are in eV/Å.

energy	-17718.3813	eV
HOMO-LUMO gap	8.216	eV
2S+1	1
molar mass	119.23	g/mol
LUMO energy	0.39	eV
HOMO	-7.83	eV
SMILES	[NH3+][S-].C=CC(C)C



Computed, not measured: C7H13Br3O6 as an isolated structure in a non-equilibrium geometry, with ωB97M-V/def2-TZVPD.

XYZ file:
```
29
Properties=species:S:1:pos:R:3:forces:R:3:mulliken_charge:R:1
C -3.09931 -1.66584 1.63002 -0.2 0.0 0.3 0.098
Br -4.37570 -0.65288 2.66352 0.1 0.1 0.0 -0.033
Br -3.46822 -1.49003 -0.23649 0.1 -0.1 -0.2 -0.013
Br -3.06394 -3.49586 2.23431 0.0 0.0 -0.1 -0.021
H -2.12710 -1.24095 1.82686 0.1 0.0 -0.1 -0.078
C -0.77671 1.49584 0.71518 -0.2 0.1 0.3 -0.560
O -0.32763 1.08182 -0.55615 0.1 -0.5 -0.4 0.022
C -0.48091 1.91493 -1.57042 -0.1 0.2 0.0 0.661
O -0.96709 3.01545 -1.52856 0.0 0.1 0.1 -0.570
O -0.00868 1.32154 -2.66836 0.0 0.0 -0.1 -0.271
C -0.09775 2.11943 -3.85440 -0.3 -0.1 -0.1 -0.676
H 0.00633 2.06283 1.21605 -0.1 0.2 0.0 0.264
H -0.95298 0.59101 1.29280 0.1 -0.1 -0.1 -0.068
H -1.70798 2.05381 0.63509 0.1 0.2 0.0 0.435
H -1.13610 2.34886 -4.09571 0.0 0.1 0.2 0.295
H 0.30107 1.50796 -4.65784 0.2 0.0 0.1 0.226
H 0.46049 3.04370 -3.74007 0.1 0.0 0.0 0.286
C 3.32738 0.55705 1.36356 0.3 0.4 -0.2 -0.809
O 2.07755 0.08732 0.87055 0.0 0.5 0.0 -0.212
C 1.86438 -1.21677 0.92945 0.0 -0.3 -0.3 0.755
O 2.58486 -2.02601 1.44753 -0.2 -0.3 0.1 -0.591
O 0.72384 -1.44714 0.27923 -0.4 0.2 0.2 -0.170
C 0.16739 -2.75248 0.33960 1.1 -0.9 0.2 -0.681
H 3.81604 -0.17306 1.99981 -0.1 0.0 0.1 0.375
H 3.12996 1.48652 1.89392 0.0 -0.1 0.1 0.238
H 3.97301 0.79414 0.51501 0.0 -0.1 0.0 0.292
H 0.94839 -3.49168 0.13193 -0.1 0.1 -0.2 0.317
H -0.60447 -2.81880 -0.41510 -0.2 0.2 0.1 0.251
H -0.18610 -3.01071 1.33867 -0.3 0.3 0.0 0.238
```
Forces are in eV/Å.

energy	-229881.7776	eV
HOMO-LUMO gap	10.370	eV
2S+1	1
molar mass	432.89	g/mol
LUMO energy	-0.07	eV
HOMO	-10.44	eV



Computed, not measured: a 2-piece molecular cluster, C8H19O4P overall in a non-equilibrium geometry, with ωB97M-V/def2-TZVPD.

XYZ file:
```
32
Properties=species:S:1:pos:R:3:forces:R:3:mulliken_charge:R:1
C -0.67984 -1.24146 -2.29778 -1.0 -0.7 1.4 -1.102
C -4.54890 -0.64622 0.02639 -0.7 2.9 1.3 -1.078
C 5.13809 -1.28765 -0.23940 -1.2 3.0 0.0 -1.277
C -1.27936 2.33732 0.67407 0.5 0.0 0.7 -1.131
C -0.43525 -0.88503 -0.87417 1.6 2.0 1.5 -0.057
C -3.67727 0.51177 0.51264 0.9 0.4 2.7 -0.490
C 3.88182 -0.92788 0.54541 -1.0 -0.1 3.8 -0.186
C -1.38205 1.22822 -0.02494 -1.1 -2.2 -0.2 0.743
O 2.43422 2.05426 -0.81110 1.5 1.9 -1.5 -0.490
O -0.30889 0.59962 -0.53521 0.1 -1.0 -1.3 -0.246
O -2.50879 0.47369 -0.28911 0.6 0.8 0.0 -0.290
O 3.01441 0.00820 -0.03680 0.6 -2.4 -1.5 -0.117
P 2.66498 1.41697 0.59714 0.9 0.5 2.0 0.077
H -0.18872 -0.63452 -3.00582 0.6 0.6 -0.8 0.305
H -0.40188 -2.29296 -2.36160 0.2 0.0 -0.4 0.369
H -1.75191 -1.20772 -2.35351 -0.6 0.2 -1.0 0.264
H -4.68682 -0.43930 -1.03248 -0.1 -0.8 -0.1 0.291
H -4.01846 -1.53066 0.33307 -0.5 -0.7 -0.3 0.297
H -5.50475 -0.39736 0.57959 0.7 -1.2 -0.7 0.344
H 5.98130 -0.58630 -0.20395 -0.5 0.1 0.3 0.284
H 5.46621 -2.20523 0.04438 1.0 -2.8 0.8 0.430
H 4.79997 -1.31012 -1.23526 -0.1 -0.3 -1.6 0.346
H -1.99340 2.62059 1.39401 -1.3 0.6 0.1 0.349
H -0.29507 2.62118 0.96163 0.7 0.3 -0.2 0.248
H 1.52979 2.07318 -0.93233 -3.3 0.3 -1.0 0.383
H 0.51902 -1.24228 -0.48861 0.0 0.0 -0.1 0.269
H -1.22529 -1.21633 -0.24308 -0.4 -0.6 0.4 0.209
H -3.38689 0.33710 1.67927 -0.5 0.4 -2.6 0.316
H -4.15790 1.52064 0.47710 0.2 -0.8 -0.2 0.402
H 4.10163 -0.45509 1.60151 0.2 -1.3 -1.6 0.325
H 3.18707 -1.83484 0.76847 1.6 1.1 -0.4 0.218
H 4.00310 1.89472 0.64002 0.3 0.1 0.6 -0.004
```
Forces are in eV/Å.

energy	-26080.1306	eV
HOMO-LUMO gap	9.366	eV
2S+1	1
molar mass	210.21	g/mol
LUMO energy	0.87	eV
HOMO	-8.49	eV
SMILES	C=C(OCC)OCC.CCOPO



Computed, not measured: C34H30N3O4P2S2TeYb as an isolated structure in a non-equilibrium geometry, with ωB97M-V/def2-TZVPD.

XYZ file:
```
77
Properties=species:S:1:pos:R:3:forces:R:3:mulliken_charge:R:1
Yb 13.73791 9.52586 14.59503 -0.2 -1.9 -0.5 0.640
Te 16.29043 9.62420 11.29472 0.2 0.4 0.2 0.258
C 16.68543 10.95462 9.66283 0.4 0.3 0.5 0.327
C 16.91367 12.34292 9.75767 -1.2 -1.1 3.7 0.455
C 17.31254 13.03616 8.68390 0.5 2.4 -0.6 -0.388
N 17.38969 12.54246 7.46541 0.7 -0.7 -0.7 -0.623
C 17.31431 11.22849 7.38784 -0.9 -0.7 -1.4 -0.368
C 17.00207 10.38345 8.45500 0.1 -0.8 -0.5 -0.312
C 14.68592 10.46760 12.41098 1.5 0.5 -0.1 -0.439
P 14.94429 11.70160 13.71652 -1.7 0.9 -1.0 0.272
C 14.04925 13.35536 13.28490 0.8 -0.4 0.3 0.249
C 12.69375 13.42934 13.52866 -1.7 0.2 -0.1 0.049
C 11.92536 14.52942 13.07207 -0.1 -1.0 0.2 -0.586
C 12.44730 15.49700 12.23015 -0.1 -0.3 1.2 -0.617
C 13.82271 15.49484 12.11644 1.4 0.5 0.0 -0.643
C 14.60880 14.49483 12.70340 0.5 -0.5 -0.7 -0.051
C 16.65461 11.82143 14.25041 0.9 2.0 0.7 0.587
C 16.75904 11.84989 15.65608 -1.6 -1.0 -0.7 -0.230
C 17.96391 11.94336 16.31139 0.3 -0.4 1.3 -0.732
C 19.10675 12.04045 15.57745 1.4 0.2 -1.9 -0.503
C 19.04361 12.10123 14.15709 -0.1 0.6 0.9 -0.640
C 17.83529 12.15173 13.52330 -1.5 -1.8 0.1 -0.166
P 13.03907 10.18021 11.83424 -0.4 -0.2 1.2 0.891
C 13.22979 8.82153 10.67015 0.0 0.5 0.3 -0.286
C 13.52311 9.08019 9.34749 -0.4 0.1 0.3 -0.097
C 13.65067 7.98404 8.51836 0.2 0.8 -0.9 -0.814
C 13.76961 6.71358 9.02253 0.0 -1.7 -0.3 -0.383
C 13.60671 6.48400 10.39629 0.9 -2.1 -0.7 -0.544
C 13.26740 7.52936 11.18014 -0.4 1.2 3.4 -0.161
C 12.25109 11.49656 10.85505 -0.7 -1.2 0.4 0.341
C 12.91708 12.57953 10.32894 -1.6 1.7 -1.0 0.605
C 12.15074 13.57888 9.65672 -0.2 -0.4 0.1 -1.004
C 10.73888 13.50301 9.68398 1.8 -0.9 0.3 -0.600
C 10.09438 12.39588 10.25742 0.2 0.7 0.4 -0.638
C 10.83441 11.33041 10.77827 0.5 1.9 -0.7 -0.822
H 16.75416 12.80457 10.79278 0.3 -0.3 -1.8 -0.175
H 17.62767 14.08341 8.74255 -0.4 -0.2 0.3 0.368
H 17.33269 10.81116 6.35991 0.3 0.2 0.7 0.332
H 17.01498 9.28671 8.31692 -0.2 0.7 0.0 0.325
H 12.07593 12.64156 13.99234 0.8 0.2 0.0 0.180
H 10.88192 14.53703 13.38045 0.1 0.0 -0.4 0.393
H 11.79798 16.25907 11.81670 0.2 0.0 -0.1 0.486
H 14.34950 16.33116 11.63573 -0.3 -0.5 0.0 0.376
H 15.69465 14.48533 12.59811 -0.2 0.4 -0.1 0.436
H 15.81909 11.66026 16.20251 0.7 0.2 0.0 0.212
H 18.03174 11.80382 17.40240 -0.2 0.4 -0.6 0.383
H 20.10819 12.08220 16.00520 -0.4 -0.2 0.2 0.362
H 19.89946 12.14964 13.50404 0.5 0.1 0.4 0.448
H 17.79048 12.13836 12.45055 0.1 0.2 -0.3 0.040
H 13.68943 10.09916 8.98343 -0.5 -0.4 0.0 0.398
H 13.66155 8.24068 7.47198 0.4 -0.5 -0.4 0.400
H 13.99514 5.83580 8.35885 -0.3 1.1 0.6 0.315
H 13.82635 5.46210 10.81309 -0.5 1.2 -0.4 0.363
H 13.16281 7.47415 12.33725 0.0 -0.5 -2.3 0.121
H 13.95441 12.81844 10.46315 0.5 -0.6 0.1 0.588
H 12.68750 14.41658 9.15666 -0.6 -0.6 0.6 0.369
H 10.14751 14.29714 9.30470 -0.4 0.6 -0.4 0.463
H 9.02157 12.55301 10.43467 0.3 -0.8 -0.4 0.333
H 10.29380 10.47267 11.13617 0.3 -0.3 0.4 0.486
C 9.60848 11.62292 17.15151 -0.3 0.7 -0.5 -0.785
N 10.20063 10.34334 17.45069 1.2 -0.5 -0.9 0.072
C 9.53382 9.19809 17.86968 1.5 0.2 -0.4 -0.232
C 10.46771 8.20040 17.83166 -1.4 -0.6 1.5 -0.568
N 11.65070 8.72550 17.44672 -0.4 0.7 -0.1 0.225
C 11.50551 10.02002 17.16522 -0.9 0.1 0.4 0.364
S 12.71183 11.06231 16.59149 0.2 0.4 -0.5 -0.578
H 9.37586 11.83237 16.10927 0.2 -0.9 -0.5 0.328
H 10.30725 12.43041 17.35120 -0.1 0.0 0.8 0.319
H 8.62869 11.68725 17.61230 0.2 0.2 0.7 0.290
H 8.54338 9.31409 18.23259 -0.6 -0.5 0.1 0.422
H 10.43505 7.21541 18.28914 -0.2 0.2 -0.5 0.400
H 12.50405 8.21458 17.28107 0.7 -0.3 -0.2 0.095
O 14.22405 7.66647 16.45175 -0.3 0.2 0.6 -0.746
S 13.76999 6.89234 15.25647 0.9 2.1 -1.2 1.229
O 13.75544 5.47579 15.35004 -0.1 -0.1 0.0 -0.716
O 12.43764 7.57140 14.93484 0.3 -0.2 -0.3 -0.624
O 14.70914 7.48842 14.15274 -1.2 -0.2 0.8 -0.521
```
Forces are in eV/Å.

<S²>	0.751
energy	-127475.7843	eV
HOMO-LUMO gap (spin up / spin down)	7.520 / 7.083	eV
2S+1	2
molar mass	971.35	g/mol
LUMO energy (spin up / spin down)	0.05 / -0.39	eV
HOMO (spin up / spin down)	-7.47 / -7.47	eV



Computed, not measured: a 2-piece molecular cluster, C4H6F3NO3 overall in a non-equilibrium geometry, with ωB97M-V/def2-TZVPD.

XYZ file:
```
17
Properties=species:S:1:pos:R:3:forces:R:3:mulliken_charge:R:1
C 1.18280 -1.11433 -1.23682 -0.3 0.4 -1.8 -0.808
C -1.88487 -0.95520 0.38381 0.9 2.5 1.5 -0.085
C 1.62737 0.99329 -0.03179 -1.9 1.4 1.2 0.275
C 1.17317 -0.45916 -0.08845 1.5 0.6 -1.2 0.383
N -1.66783 0.34442 0.56060 -1.5 -3.3 -1.4 0.765
O -0.98458 0.82614 1.47317 0.9 0.8 0.7 -0.776
O -2.25305 1.19850 -0.38859 0.1 -1.0 0.8 -0.402
O 0.98035 -1.09235 1.11403 0.3 0.6 -0.6 -0.543
F -2.77067 -1.29834 -0.50275 -0.1 -0.6 -0.6 -0.214
F 0.67264 1.84605 -0.58140 -0.2 -0.3 -0.9 -0.245
F 2.74686 1.23258 -0.73453 0.2 -0.3 0.3 -0.224
H 1.14604 -2.16071 -1.09412 -0.5 -1.2 -0.3 0.331
H -1.82495 2.01013 -0.11621 0.3 0.9 0.0 0.374
H 1.17358 -0.74909 -2.33771 0.5 -0.2 2.5 0.251
H -1.35443 -1.65635 1.07075 -0.9 0.5 -0.9 0.366
H 1.61168 1.44607 0.99148 1.1 -1.0 -0.4 0.179
H 0.42590 -0.41164 1.51852 -0.3 0.0 1.2 0.373
```
Forces are in eV/Å.

energy	-20025.0333	eV
HOMO-LUMO gap	10.106	eV
2S+1	1
molar mass	173.09	g/mol
LUMO energy	0.68	eV
HOMO	-9.43	eV
SMILES	[O-]/[N+](O)=C/F.C=C(O)C(F)F



Computed, not measured: a 2-piece molecular cluster, C3H5NO overall in a non-equilibrium geometry, with ωB97M-V/def2-TZVPD.

XYZ file:
```
10
Properties=species:S:1:pos:R:3:forces:R:3:mulliken_charge:R:1
C 2.30091 0.37655 -2.10308 -1.5 0.3 1.6 -0.214
C -1.91960 -0.61691 1.13722 0.7 -0.7 2.9 -0.553
C -0.73783 -0.20826 0.75732 0.9 0.4 1.3 -0.357
N 1.78210 0.85908 -1.15448 2.3 1.0 -0.6 0.390
O 1.62812 1.60946 -0.21749 -0.7 -0.9 -0.6 -0.496
H 2.33994 -0.45566 -2.74689 0.0 -0.4 -0.5 0.311
H -2.84199 -0.77715 0.71582 -1.8 0.4 -1.9 0.317
H -2.00257 -0.85813 2.19471 0.2 -0.6 0.0 0.170
H 0.07448 -0.29613 1.54407 -0.8 0.6 -1.4 0.194
H -0.62356 0.36714 -0.12719 0.7 -0.2 -0.9 0.237
```
Forces are in eV/Å.

energy	-6724.8118	eV
HOMO-LUMO gap	10.396	eV
2S+1	1
molar mass	71.08	g/mol
LUMO energy	0.44	eV
HOMO	-9.96	eV
SMILES	C#[N+][O-].C=C



Computed, not measured: a 3-piece molecular cluster, C4H16NO2 overall in a non-equilibrium geometry, with ωB97M-V/def2-TZVPD.

XYZ file:
```
23
Properties=species:S:1:pos:R:3:forces:R:3:mulliken_charge:R:1
C 2.33413 -0.65059 -0.83409 0.7 1.0 -0.3 -1.334
C 0.78879 -0.53894 -0.68485 2.4 2.3 -0.3 0.433
N 0.44545 0.25502 0.60958 0.7 -2.6 0.4 -0.001
C 0.89721 1.62738 0.83149 -1.7 1.5 -0.3 -0.836
C 0.26727 -1.90408 -0.73081 -1.4 -1.6 1.0 -1.290
H 2.79184 -1.13801 0.05602 -0.4 0.2 -0.5 0.365
H 2.57018 -1.27346 -1.73120 -0.3 0.4 0.8 0.398
H 2.88208 0.33096 -0.99276 -0.8 -1.0 0.2 0.368
H 0.36563 0.09385 -1.47485 0.1 -0.3 0.1 0.210
H 0.89976 -0.24506 1.38709 -0.4 -0.4 -0.4 0.478
H -0.58053 0.12117 0.77653 0.5 0.6 0.2 0.234
H 1.92337 1.85657 0.55963 -0.1 -0.4 -0.1 0.328
H 0.69579 1.86787 1.88140 0.4 -0.2 -0.1 0.374
H 0.17176 2.25611 0.29402 0.7 0.1 0.0 0.251
H 0.81363 -2.60726 -0.05844 -0.4 0.6 -0.4 0.339
H -0.79840 -1.93074 -0.46432 0.2 -0.2 -0.1 0.346
H 0.36125 -2.28254 -1.74762 0.0 0.0 0.0 0.410
H -2.67392 -0.24549 2.28560 0.2 0.0 0.1 0.286
H -2.62652 -0.37055 0.76042 0.2 0.0 0.3 0.300
O -2.06057 -0.35747 1.54997 -0.5 -0.1 -0.4 -0.663
H -2.73178 1.43521 -1.29816 0.0 -0.2 0.1 0.284
H -1.35931 2.01633 -1.19911 0.1 -0.1 0.0 0.277
O -1.85707 1.23232 -0.93619 -0.2 0.4 -0.3 -0.559
```
Forces are in eV/Å.

energy	-9986.5972	eV
HOMO-LUMO gap	12.835	eV
2S+1	1
molar mass	110.18	g/mol
LUMO energy	-2.88	eV
HOMO	-15.71	eV
total charge	+1